Formula: C4H8O3
Source: OMol25
Level of theory: the ωB97M-V functional and the def2-TZVPD basis

For the max |F|, the calculation gives 0.62 eV Å⁻¹. As for the HOMO-LUMO gap: 0.396 Ha. As for the multiplicity: 1. Its total energy is -382.87694 a.u. As for the SMILES: CO[C@@]1(O)O[C@@H]1C. For the energy above the lowest of the compared OMol25 structures with the same formula, charge and spin, the calculation gives 55.1 kcal per mole.

Each atom is followed by the atoms it is bonded to, with distances in Å.
Atoms and positions in Å:
1 C -2.258 0.502 1.091  O2 1.423, H8 1.091, H9 1.091, H10 1.095
2 O -1.220 -0.389 0.701  C1 1.423, C3 1.359
3 C -0.047 0.130 0.254  O2 1.359, O4 1.372, C5 1.447, O7 1.447
4 O -0.163 1.371 -0.320  C3 1.372, H15 0.971
5 C 0.991 -0.818 -0.092  C3 1.447, C6 1.498, O7 1.450, H11 1.087
6 C 1.768 -0.740 -1.371  C5 1.498, H12 1.098, H13 1.093, H14 1.094
7 O 1.190 0.109 1.004  C3 1.447, C5 1.450
8 H -1.906 1.212 1.841  C1 1.091
9 H -3.034 -0.133 1.523  C1 1.091
10 H -2.676 1.046 0.238  C1 1.095
11 H 0.839 -1.819 0.306  C5 1.087
12 H 1.253 -1.396 -2.084  C6 1.098
13 H 2.794 -1.097 -1.246  C6 1.093
14 H 1.776 0.273 -1.784  C6 1.094
15 H 0.693 1.749 -0.060  O4 0.971